[1]
Below is a 11-piece molecular cluster, C24H68Cl4N7O7 overall, with properties calculated with wB97M-V/def2-TZVPD.

Computed properties:
Total charge ... +3
Multiplicity ... 1

```
110
Properties=species:S:1:pos:R:3:forces:R:3:mulliken_charge:R:1
H 3.8270 -3.1810 2.2653 -0.1 -0.5 0.1 0.31
H -4.8864 3.3059 -1.5099 -0.1 -0.3 0.2 0.53
H 5.3324 -0.7266 0.1189 0.2 -1.5 0.2 0.62
H 1.4998 -1.9449 1.8800 -0.1 -0.1 -0.1 0.08
H -0.9074 -2.1101 -1.8730 0.4 -0.6 0.3 0.04
H 0.1514 -4.1789 5.7926 -0.1 -0.1 0.2 0.49
H -0.3578 0.7786 -4.0344 0.2 -0.3 0.2 0.13
H 4.8361 2.6011 1.1752 0.7 0.3 -0.3 0.28
N -1.1514 -1.3657 -2.5105 1.2 1.4 1.5 0.40
C -4.2179 2.5292 -3.3849 1.5 0.5 -1.4 0.53
N -5.5460 1.7865 -3.7767 0.8 2.0 -2.3 0.05
C 3.7329 0.1690 -6.8177 2.5 -4.2 -0.3 0.49
C -2.0816 -3.8727 1.3549 0.4 0.7 0.6 -0.79
C 0.2575 5.2683 0.7113 0.2 0.0 0.6 -1.27
H 0.7794 -5.0970 1.9952 0.3 -0.1 0.3 0.23
H -0.3150 1.3765 6.2371 -0.3 0.7 0.3 0.31
H 1.3254 -0.2099 4.8439 0.2 0.5 -0.2 0.41
H 0.9712 5.5279 -0.0706 -0.4 -0.2 -0.1 0.36
O -1.0826 -0.3681 0.3671 0.7 -1.0 1.0 0.02
H -2.1504 -1.4072 -2.6537 -1.7 0.6 -0.1 -0.01
C -4.1124 2.6603 -1.9250 0.9 0.1 0.7 -0.65
H 3.9937 1.3302 -4.9901 0.7 -0.7 0.1 0.37
H 0.9660 -7.2674 1.2124 -0.3 0.2 -0.5 0.33
H 3.4518 2.1839 -6.2126 0.0 0.4 -0.6 0.40
Cl -4.5732 2.3958 1.6889 1.2 0.6 -0.3 -0.68
H -1.7955 1.2456 -3.2505 -0.3 -0.6 0.2 -0.19
H -1.9457 6.7439 1.9662 0.2 -0.5 -0.1 0.32
C -0.5348 -0.0130 -2.0004 -1.1 -1.1 0.1 0.91
H 0.0126 -5.0526 0.6059 0.1 0.8 -2.0 -0.20
H 5.8513 1.6746 -0.0405 0.2 0.5 -0.1 0.35
C 0.5719 -0.6676 5.4848 0.8 -1.0 1.0 -0.92
H 1.4037 1.6888 6.5709 0.0 0.4 0.4 0.27
H -6.6977 2.8792 -5.3031 0.6 0.1 0.1 0.35
H -2.8416 3.9388 1.2322 -1.7 -1.3 -0.6 -0.23
C -0.0391 -6.9274 1.4618 -0.5 -0.4 1.5 -0.80
H -2.2628 0.6187 -0.9169 -0.3 -0.1 -0.2 0.16
H -6.7036 1.1350 -5.4427 -0.2 0.0 0.3 0.37
H -0.8670 -7.3209 0.8719 0.5 0.4 -0.6 0.33
H 3.6349 0.2421 -8.9722 0.3 -0.2 0.2 0.34
C -1.2112 0.2967 1.6065 -0.4 -1.0 0.5 -0.50
C 4.3091 -0.4552 0.3783 1.4 0.1 -0.5 -1.10
C -0.9960 4.6441 0.2466 -1.4 -0.3 -3.2 0.65
N 4.3215 -2.3343 2.0231 -1.2 -0.4 -1.1 -0.20
N -0.0634 -5.4215 1.5431 -0.6 -0.4 1.1 0.35
C -2.6673 6.0042 1.6194 -0.4 -0.7 -0.2 -0.77
Cl 0.0669 -1.6630 -5.6903 0.3 0.6 0.7 -0.73
H 2.2114 0.8834 -8.1944 0.0 0.1 0.1 0.30
O 0.7110 -0.2148 6.8396 0.4 -2.3 -1.7 -0.38
H -2.9396 -4.2977 0.8341 0.0 -1.0 0.4 0.41
H 4.5703 -1.8776 2.8889 0.2 0.8 0.0 0.29
O 4.5913 0.7009 1.1629 -2.9 -2.5 0.9 -0.35
H 4.1735 2.1468 -0.3409 -0.5 -0.7 -0.2 0.31
H 0.9015 -2.4140 4.2436 -0.1 0.0 -0.1 -0.26
H -5.3343 0.8193 -3.5769 0.6 -2.0 -0.1 0.00
H -0.4143 2.0149 -2.7451 0.6 -0.1 0.2 0.50
H -1.0233 -2.9270 5.4845 -0.5 -0.2 0.8 0.40
C 2.1449 -1.0971 1.6495 -0.1 0.1 0.3 -0.68
N 3.3577 1.2794 -5.7730 -0.6 -0.2 0.1 -0.06
H -1.5548 -3.4207 0.5145 0.6 0.0 0.3 0.09
H 3.1487 -2.2759 0.2163 0.4 -0.3 0.0 0.31
H -0.0331 -2.9180 7.0778 -0.7 -0.2 0.0 0.37
C 0.5065 1.1823 6.9266 -0.5 -0.6 -0.2 -0.68
H 2.4985 -2.5325 6.7754 -0.8 0.0 1.0 0.35
H 1.2734 1.2111 -6.0565 -0.2 0.1 0.3 0.38
H 0.2196 1.2958 7.9721 0.2 0.8 -0.3 0.30
H 1.8030 2.1155 -4.5725 0.1 -0.1 -0.1 0.40
H -6.2849 2.0005 -3.1222 -0.3 0.4 0.3 0.43
H -0.9067 1.5137 -0.4681 0.8 0.1 0.0 0.12
O 4.5978 -0.6709 -6.5646 -2.8 3.8 0.3 -0.42
Cl 0.6434 -4.2434 -1.4813 -0.1 0.3 1.3 -0.68
H 4.0030 -0.2846 -0.6539 -1.1 0.7 0.1 0.51
O -1.2483 4.3074 -0.9035 0.2 0.6 3.7 -0.44
C -6.0637 1.9945 -5.2428 -0.4 -1.4 0.9 -0.84
O -1.5322 -5.0715 3.4535 2.1 1.4 -4.6 -0.50
N 2.2810 -2.5296 5.7891 0.0 0.0 -0.4 -0.19
H -3.1026 6.3052 0.6665 0.2 -0.1 0.0 0.36
H -0.2494 0.7404 1.8636 -0.1 1.0 0.0 0.34
H 1.7791 0.2978 -4.6546 0.2 -0.1 -0.1 0.42
C -0.0937 -3.1398 6.0124 0.2 0.0 -0.5 -1.45
H 0.0148 6.1555 1.2961 0.2 0.0 0.0 0.37
H -3.1325 3.0550 -1.6562 -0.1 0.5 -0.4 -0.06
H 0.7105 4.5408 1.3848 0.3 0.1 0.2 0.33
H -3.4976 5.9568 2.3239 0.2 -0.4 0.1 0.36
H 5.1534 -2.6249 1.5295 0.7 -0.1 -0.1 0.40
H -1.6293 4.1821 2.2106 0.1 0.2 0.6 0.41
N -2.0750 4.5761 1.3944 1.4 2.2 -0.9 0.24
H -0.4050 -0.4016 5.0811 -0.2 -0.2 0.0 0.59
H 0.5224 -0.2358 -1.8561 0.0 -0.1 0.1 -0.14
H -2.5079 -3.0995 1.9940 0.0 0.1 -0.1 0.36
C -1.2517 -4.7547 2.2768 -2.6 -1.7 2.2 0.60
H 2.9887 -1.8996 5.4394 0.1 0.5 -0.5 0.28
H -5.3037 1.8613 -6.0126 0.4 0.7 0.6 0.34
H 2.4709 -3.4606 5.4466 0.4 -0.5 0.1 0.37
C 0.8408 -2.2273 5.3158 0.6 2.3 0.6 0.79
H -4.0513 1.6922 -1.4278 -1.0 -0.3 0.0 0.45
Cl -4.4047 -1.3645 -3.2466 0.3 0.9 0.3 -0.75
C 4.8747 1.8125 0.4237 0.8 2.0 -0.1 -0.79
C 1.9402 1.2309 -5.1945 0.1 -0.4 -0.7 -1.13
H 2.2910 -0.5067 2.5541 0.3 0.1 0.0 0.36
H -1.3832 -0.4118 2.4168 0.1 -0.7 -0.2 -0.09
C 2.9730 0.1076 -8.1167 -0.8 1.3 0.3 -0.84
C -0.7484 1.0221 -3.0464 -0.5 1.2 -1.2 -0.92
C -1.2011 0.4914 -0.7055 -1.1 0.0 -1.3 -0.60
H 1.5817 -0.4642 0.9637 0.0 -0.1 -0.1 -0.02
H -2.1413 0.8599 1.6825 0.2 1.0 -0.3 0.22
O -3.3761 2.8738 -4.1902 -2.8 -1.1 1.2 -0.46
H -0.7718 -1.6053 -3.4152 0.9 -0.2 -1.4 0.08
C 3.4212 -1.5626 0.9941 1.1 1.4 0.3 0.21
H 2.4326 -0.8332 -8.2216 0.3 -0.2 0.3 0.29
H -0.2588 -7.2996 2.4625 0.2 0.1 0.2 0.40
```
Positions in Å, forces in eV/Å.

=====

[2]
Below is a 8-piece molecular cluster, C24H68N4O8 overall, with properties calculated with wB97M-V/def2-TZVPD.

Computed properties:
SMILES string ... COC[C@H](C)N.COC[C@H](C)N.COC[C@H](C)N.COC[C@H](C)N.CCO.CCO.CCO.CCO
Multiplicity ... 1

```
104
Properties=species:S:1:pos:R:3:forces:R:3:mulliken_charge:R:1
H 0.0221 -2.4782 6.7487 0.1 0.0 -0.1 0.28
H -3.7058 0.8899 5.4618 0.0 0.1 0.0 0.26
O 4.9453 2.3318 0.1288 0.3 0.0 0.0 -0.21
C -2.0222 -1.0353 5.4454 -0.1 0.2 -0.1 -0.48
H -1.2225 5.7688 -1.4918 0.0 -0.2 -0.2 0.32
H 8.0616 -0.1219 0.1098 0.0 0.1 -0.2 0.28
C -0.4447 1.1546 -6.3344 0.0 0.2 -0.5 -0.81
H -5.8932 0.4357 -0.6967 -0.1 0.1 0.2 0.25
H 4.1024 4.0861 0.6690 0.0 0.0 0.0 0.23
H 0.3873 5.0687 -1.2528 0.0 -0.1 -0.1 0.08
H 1.0282 4.2687 -3.3480 -0.1 -0.2 0.0 0.30
H -2.5350 1.5063 -2.4983 0.1 0.1 -0.1 0.06
C -0.3196 0.5285 -4.0753 0.5 0.0 0.4 -0.37
H -1.2210 -1.7483 -3.0975 0.1 0.2 0.0 0.21
C 6.3050 0.5542 -0.7260 -0.6 0.4 -0.3 0.42
C -5.7444 -0.1948 0.1898 0.5 0.0 -0.4 -0.42
H 1.9883 -3.8629 -1.0091 0.0 0.0 -0.1 0.24
C 4.7625 3.3304 1.1002 -0.6 0.3 0.0 -0.84
C -3.4364 0.5274 6.4611 -0.2 -0.2 -0.1 -0.70
H -2.5069 2.1208 -4.1651 0.2 0.0 -0.1 0.34
C -1.7576 0.0806 -3.9269 -0.1 -0.3 0.3 0.32
C -0.3707 -2.4673 4.2850 -0.4 0.1 0.4 -1.00
H -0.5937 -5.9517 0.4772 0.2 0.1 -0.2 0.32
H 0.0167 0.9496 -3.1214 -0.1 0.0 0.0 -0.31
H 6.8933 2.0099 0.7171 -0.1 0.0 0.2 0.37
H -0.8631 3.0905 -1.7267 -0.2 0.1 0.0 -0.30
H -0.0893 -0.4062 4.7150 -0.2 0.2 0.1 0.12
C -0.5551 -1.2624 5.2063 0.8 -0.9 0.3 0.52
H 2.6026 4.3192 -4.0854 0.0 -0.2 -0.1 0.46
O -2.1634 -0.0640 6.4518 0.1 0.3 0.1 -0.34
H 0.3322 -0.3415 -4.2676 -0.1 0.0 -0.2 0.51
H -0.5659 -4.4534 1.4021 0.1 0.1 -0.1 0.12
H -0.6728 -3.3774 4.8157 0.0 0.0 0.0 0.52
C -2.6669 1.2379 -3.5499 -0.6 -0.3 0.1 -1.20
H 2.6297 4.2820 -1.4470 0.1 0.3 -0.4 0.24
O -0.7658 3.0174 0.3346 0.2 0.1 -0.2 -0.67
H -2.7118 -1.2888 -2.7264 0.1 0.2 0.1 0.25
O 0.0519 -4.2674 -0.5686 0.0 0.0 -0.3 -0.29
H -3.7158 0.9436 -3.6713 0.1 0.0 0.0 0.41
H 4.2539 2.9271 1.9815 0.2 0.0 0.1 0.28
C -2.2257 -4.6102 0.0680 -0.4 -0.1 -0.5 0.21
H 1.7673 -5.2509 0.0730 -0.1 0.0 -0.1 0.35
C 5.0531 -0.0911 -1.2927 0.0 -0.4 -0.4 -1.17
H -3.6115 -2.9481 -0.0703 0.0 -0.2 0.1 0.39
H 6.8004 -1.1184 0.2717 0.1 -0.1 -0.2 0.29
H -2.3131 3.6463 -0.8708 0.0 0.2 -0.1 0.31
H -1.5302 1.1091 -6.4815 0.0 -0.1 0.0 0.27
O -0.1036 1.5325 -5.0277 -0.1 0.1 0.0 -0.26
C 1.9470 3.6914 -3.4756 0.2 0.9 0.0 -1.21
H 5.3287 -0.7086 -2.1528 0.1 -0.1 0.2 0.39
H -0.6955 2.0632 0.1483 -0.3 0.2 0.0 0.23
H 0.1387 0.1269 1.8795 0.1 0.3 -0.1 0.22
H 0.2061 -1.4413 -0.1218 -0.2 0.0 0.2 -0.15
H -6.3978 0.1688 0.9871 -0.1 -0.3 0.0 0.37
C -4.2813 -0.0887 0.6219 -0.4 0.2 -0.5 -0.32
C 0.9434 0.1614 1.1318 -0.2 -0.6 1.0 -1.45
O -6.0068 -1.5483 -0.2003 0.0 0.1 0.3 -0.49
C -2.5462 -3.1370 0.0694 -0.1 0.8 0.2 -0.05
H -2.2338 -2.6659 1.0120 -0.1 -0.1 0.0 -0.39
C 2.6145 3.4387 -2.1486 0.0 -1.1 0.5 0.47
O 3.9412 2.9486 -2.3906 -0.3 0.4 0.1 -0.63
H -6.9369 -1.7529 -0.0783 0.0 0.1 0.0 0.27
C 1.3977 -4.2489 -0.1825 0.4 0.0 0.2 -0.74
H -2.0416 -2.5654 -0.7114 0.2 -0.3 0.0 -0.24
H 5.7063 3.8121 1.3667 0.0 -0.1 0.1 0.36
H -3.6388 -0.0256 -0.2575 0.1 -0.2 0.1 -0.18
H -1.2038 0.0026 -1.2839 0.0 -0.2 0.1 -0.20
N 0.1876 -1.5164 6.4609 -0.4 0.0 -0.1 -0.73
H -2.4947 -1.9800 5.7554 -0.1 0.0 0.0 0.26
H -2.9183 -5.1702 1.9249 -0.1 0.2 -0.1 0.25
C 0.3626 -0.3569 -0.1563 0.2 0.3 -0.9 0.53
H 2.0136 2.6703 -1.6177 0.3 0.1 0.0 -0.11
H -2.5030 -0.6765 4.5243 0.0 -0.1 0.0 0.26
H -2.4298 -4.9746 -0.9464 0.1 -0.1 0.1 0.36
H 4.3167 0.6156 -1.6711 0.0 0.2 0.3 0.19
H 1.5468 -3.6029 0.6946 0.0 0.0 0.0 0.24
O -0.8656 0.3351 -0.4242 0.4 -0.2 0.1 0.46
H 6.6926 1.2343 -1.4928 0.3 -0.3 0.0 0.28
C -1.2175 3.6658 -0.8579 0.3 -0.7 0.3 0.68
H 1.7017 -0.5122 1.5424 0.1 -0.1 -0.3 0.48
C -0.6428 5.0610 -0.8959 0.1 0.6 0.3 -1.20
H -0.0621 1.9238 -7.0059 0.0 0.0 0.1 0.26
N -3.1596 -5.3313 0.9464 0.6 -0.3 0.2 -0.76
H 4.6017 -0.7473 -0.5437 -0.1 0.0 0.0 0.26
H -3.0141 -6.3317 0.8200 -0.1 0.1 0.0 0.29
H 4.4140 2.9289 -1.5414 -0.2 -0.2 -0.2 0.41
N -1.7637 -0.9284 -2.8316 -0.4 0.0 -0.4 -0.56
H -0.5970 5.4831 0.1125 -0.2 -0.2 0.0 0.36
H 1.7247 2.7672 -4.0016 0.0 0.0 0.0 0.11
H -3.4188 1.3648 7.1513 0.0 0.0 0.1 0.26
H -4.0030 -0.9648 1.2011 0.0 0.1 0.2 0.12
C 5.9878 1.4392 0.4646 0.0 0.0 0.1 -0.77
H 1.0446 -0.2003 -1.0107 0.0 0.1 0.2 0.12
H -1.0370 -2.3652 3.4253 0.3 -0.1 -0.2 -0.16
H -4.1287 0.8318 1.1855 0.1 -0.1 0.1 0.44
H -2.1049 -0.3784 -4.8604 0.0 0.1 0.0 0.52
C -0.7625 -4.8650 0.3932 -0.6 -0.3 0.7 -0.37
H 5.7019 0.8380 1.3426 0.0 0.0 -0.1 0.30
H 1.3848 1.1554 1.1202 -0.2 0.1 -0.3 0.27
N 7.2566 -0.4920 -0.3896 0.2 0.0 0.3 -0.71
H -0.2216 -0.9526 7.2029 0.2 0.1 -0.1 0.30
H 0.6776 -2.5725 4.0188 0.0 0.0 -0.3 0.32
H -4.1957 -0.2000 6.7793 0.0 0.1 0.0 0.29
H 0.0081 0.1966 -6.6171 -0.1 0.0 0.1 0.35
```
Positions in Å, forces in eV/Å.

=====

Taking the records one at a time from the top gives maximum force values of 5.3; 1.2 eV/A.
Taking the records one at a time from the top gives E_tot values of -3704.86172; -1776.04929 a.u..
Taking the records one at a time from the top gives lowest unoccupied orbital energy values of -8.69; 0.59 eV.